# 1
# C18H56N10O10

A cluster of 10 separate species, C18H56N10O10 in total (the ωB97M-V functional and the def2-TZVPD basis, the Open Molecules 2025 dataset).

Its SMILES is NC(N)=O.NC(N)=O.NC(N)=O.NC(N)=O.NC(N)=O.CC(C)O.CC(C)O.CC(C)O.CCO.CCO. Its total energy is -2019.54139 Ha. The LUMO energy is 0.016 hartree.

CARTESIAN COORDINATES (ANGSTROEM)
C 3.317 -0.033 3.991
C 3.157 1.074 5.167
C 1.896 1.810 5.178
O 3.350 0.357 6.348
H 4.271 -0.571 4.274
H 3.409 0.396 3.036
H 2.491 -0.722 4.025
H 4.013 1.802 4.972
H 1.722 2.292 4.226
H 1.785 2.587 5.926
H 1.071 1.103 5.205
H 2.784 0.804 7.015
C 1.760 2.995 1.444
C 1.692 3.550 0.024
C 2.943 3.165 -0.707
O 0.672 3.074 -0.753
H 0.811 3.292 1.938
H 2.571 3.412 2.012
H 1.913 1.901 1.427
H 1.642 4.624 0.168
H 3.817 3.564 -0.166
H 2.896 3.572 -1.708
H 3.147 2.123 -0.739
H -0.172 3.349 -0.311
C -0.223 -2.335 1.290
C -0.503 -1.703 -0.058
C -0.857 -0.234 0.088
O 0.759 -1.837 -0.738
H 0.157 -3.345 1.312
H -1.148 -2.296 1.862
H 0.568 -1.739 1.811
H -1.345 -2.239 -0.544
H -0.796 0.286 -0.914
H -0.299 0.320 0.861
H -1.855 -0.143 0.442
H 0.727 -1.335 -1.582
C -2.531 3.752 1.116
O -1.393 4.200 1.235
N -3.598 4.277 1.876
N -2.749 2.628 0.365
H -4.470 4.139 1.469
H -3.521 5.192 2.283
H -3.575 2.064 0.536
H -1.938 2.136 0.028
C -3.524 -4.472 0.076
O -4.134 -5.312 -0.550
N -4.015 -3.274 0.521
N -2.246 -4.711 0.458
H -3.340 -2.567 0.760
H -4.979 -3.110 0.421
H -1.769 -5.397 -0.047
H -1.793 -4.114 1.120
C 3.685 -1.070 -3.846
O 3.858 -0.328 -4.805
N 3.381 -2.365 -3.929
N 3.875 -0.549 -2.613
H 3.061 -2.892 -3.143
H 3.476 -2.732 -4.848
H 3.767 0.458 -2.482
H 3.527 -0.989 -1.811
C -3.343 -0.652 -2.655
O -3.350 -0.061 -1.562
N -3.082 -0.005 -3.848
N -3.657 -2.009 -2.785
H -2.464 0.799 -3.782
H -2.910 -0.535 -4.703
H -3.851 -2.488 -1.960
H -3.123 -2.558 -3.457
C 0.598 0.484 -3.770
O 0.143 -0.445 -3.023
N 1.219 0.171 -4.974
N 0.527 1.790 -3.355
H 1.205 -0.846 -4.872
H 2.215 0.491 -5.108
H 0.797 2.504 -4.016
H 0.468 2.154 -2.397
C 5.693 -1.605 0.769
C 4.484 -2.465 0.448
O 3.456 -1.627 -0.098
H 6.119 -1.291 -0.180
H 6.540 -2.121 1.247
H 5.416 -0.732 1.391
H 4.036 -2.894 1.370
H 4.623 -3.247 -0.316
H 2.538 -1.987 -0.103
C -6.184 -0.810 0.109
C -6.222 0.667 -0.114
O -5.572 1.498 0.831
H -6.700 -1.064 1.039
H -5.117 -1.116 0.146
H -6.799 -1.287 -0.700
H -7.232 0.961 -0.211
H -5.725 0.882 -1.078
H -5.944 1.561 1.705

---

# 2
# C8H22O3

A cluster of 3 separate species, C8H22O3 in total (the ωB97M-V functional and the def2-TZVPD basis, the Open Molecules 2025 dataset).

Its SMILES is CC(C)O.CC(C)O.CCO. Its total energy is -543.70653 Ha. The LUMO energy is 0.021 hartree.

CARTESIAN COORDINATES (ANGSTROEM)
C 2.098 2.248 -0.893
C 0.923 2.276 0.038
O -0.048 1.307 -0.374
H 2.713 1.357 -0.764
H 2.758 3.083 -0.619
H 1.843 2.377 -1.942
H 0.440 3.258 0.046
H 1.245 2.065 1.062
H -0.634 1.117 0.365
C -0.583 -1.291 -4.296
C 0.210 -0.643 -3.169
C 1.708 -0.818 -3.343
O -0.127 0.732 -3.116
H -1.649 -1.238 -4.084
H -0.267 -2.321 -4.463
H -0.386 -0.747 -5.224
H -0.065 -1.127 -2.221
H 2.060 -0.273 -4.218
H 1.969 -1.876 -3.407
H 2.205 -0.427 -2.451
H -0.286 1.014 -2.206
C -1.175 0.197 4.616
C -0.941 -0.985 3.686
C -2.246 -1.742 3.448
O -0.376 -0.524 2.451
H -0.266 0.756 4.841
H -1.630 -0.150 5.542
H -1.848 0.906 4.122
H -0.262 -1.675 4.204
H -2.486 -2.344 4.324
H -2.179 -2.362 2.556
H -3.070 -1.044 3.275
H 0.351 -1.105 2.215

---

# 3
# C3H4ClFS

The molecule C3H4ClFS (the ωB97M-V functional and the def2-TZVPD basis, the Open Molecules 2025 dataset).

Its SMILES is F[C@@H]1[C@@H](S)[C@H]1Cl. Its total energy is -1074.84412 Ha. The LUMO energy is 0.023 hartree.

CARTESIAN COORDINATES (ANGSTROEM)
C 0.205 -0.196 0.910
C -0.837 -0.068 -0.217
C 0.225 -1.062 -0.324
H 1.444 1.857 0.673
H -0.182 -0.710 1.681
H -1.723 -0.851 -0.156
H 0.929 -1.233 -1.115
F -0.491 -2.283 -0.113
S 1.876 0.467 0.920
Cl -1.389 1.291 -1.000

---

# 4
# C5H12NO

The ion C5H12NO with charge -2 (the ωB97M-V functional and the def2-TZVPD basis, the Open Molecules 2025 dataset).

As for the net charge: -2. As for the spin multiplicity: 2. Its total energy is -327.44780 Ha. The LUMO energy (alpha / beta) is 0.259 / 0.258 hartree.

CARTESIAN COORDINATES (ANGSTROEM)
C 0.405 1.415 -1.357
O -0.469 2.446 -1.103
C -0.126 0.017 -0.849
C 0.275 -0.326 0.606
C -0.361 -1.632 1.131
C -0.179 0.802 1.570
N -0.028 -1.199 -1.633
H 0.545 1.394 -2.460
H 1.298 1.646 -0.733
H -1.204 0.239 -0.732
H 1.358 -0.458 0.768
H -1.421 -1.745 0.906
H 0.124 -2.483 0.643
H -0.085 -1.682 2.189
H 0.460 0.849 2.455
H -1.224 0.594 1.810
H -0.140 1.742 1.009
H 0.935 -0.647 -1.597
H -0.163 -0.973 -2.623

---

# 5
# CH5OPS

The molecule CH5OPS (the ωB97M-V functional and the def2-TZVPD basis, the Open Molecules 2025 dataset).

Its SMILES is CP(O)S. Its total energy is -855.83949 Ha. The LUMO energy is 0.010 hartree.

CARTESIAN COORDINATES (ANGSTROEM)
C 0.827 -0.929 -0.063
O 0.685 1.925 -0.323
P -0.070 0.312 0.875
S -2.008 0.023 0.040
H 1.933 -0.980 0.264
H 0.632 -0.781 -1.175
H 0.632 -1.901 0.380
H 0.092 1.756 -1.093
H -2.723 0.576 1.096

---

# 6
# CH2ClFOS

A structure of composition CH2ClFOS (the ωB97M-V functional and the def2-TZVPD basis, the Open Molecules 2025 dataset).

Its total energy is -1072.58804 Ha. The LUMO energy (alpha / beta) is -0.145 / -0.145 hartree.

CARTESIAN COORDINATES (ANGSTROEM)
C 1.029 0.127 -0.233
O -0.078 0.535 -0.634
F 1.380 0.194 1.133
S -3.326 -1.027 0.448
Cl -2.123 0.442 0.301
H 1.175 -1.048 -0.506
H 1.944 0.778 -0.509

---

# 7
# C9H11N4

The ion C9H11N4 with charge +1 (the ωB97M-V functional and the def2-TZVPD basis, the Open Molecules 2025 dataset).

As for the net charge: +1. Its SMILES is [NH2+]=C1CC=CN(c2ccccn2)N1. Its total energy is -568.26415 Ha. The LUMO energy is -0.109 hartree.

CARTESIAN COORDINATES (ANGSTROEM)
C 3.423 1.260 0.258
C 4.136 0.076 -0.140
C 2.080 1.132 0.338
C 3.495 -1.109 -0.426
C 1.482 -0.112 0.067
C -1.712 -1.934 0.263
C -0.488 -1.728 0.604
C -2.119 0.471 -0.126
C -2.492 -0.950 -0.546
N 2.133 -1.181 -0.365
N 0.132 -0.437 0.233
N -0.815 0.583 0.152
N -3.010 1.417 -0.027
H 4.050 2.155 0.486
H 5.259 0.091 -0.167
H 1.386 1.984 0.742
H 4.053 -1.973 -0.807
H -2.108 -2.941 0.472
H 0.211 -2.446 0.958
H -2.120 -1.154 -1.496
H -3.482 -1.160 -0.384
H -0.369 1.455 0.440
H -3.934 1.361 -0.281
H -2.953 2.407 0.309